DFT (the ωB97M-V functional and the def2-TZVPD basis) results for a structure of composition C26H70BF4N6O7Pd in a non-equilibrium geometry.

XYZ file:
```
115
Properties=species:S:1:pos:R:3:forces:R:3
Pd 0.446 -1.066 4.496 0.4 0.8 -1.4
B -0.488 -1.140 0.099 2.8 0.7 -0.8
F -1.554 -0.480 0.445 -3.9 3.0 2.2
F -0.009 -1.838 1.196 0.8 -1.3 1.9
F -0.838 -1.910 -0.910 -0.3 -2.9 -2.6
F 0.535 -0.264 -0.337 0.6 0.5 0.3
C 0.445 -4.906 4.103 -0.2 -2.1 -1.8
O -0.450 -3.980 4.617 -1.9 1.4 1.0
C -1.818 -4.477 4.777 1.4 0.1 1.1
C -2.544 -3.526 5.688 1.7 0.9 -1.0
N -2.802 -2.178 4.995 -3.3 -3.9 0.1
C -3.739 -2.331 3.848 1.7 1.5 -1.5
C -5.121 -2.772 4.403 0.7 1.0 0.9
O -5.340 -2.019 5.643 0.6 -1.4 -1.8
C -6.323 -2.654 6.438 -0.6 1.1 1.8
H 0.032 -5.257 3.157 0.2 0.1 -0.5
H 0.485 -5.841 4.662 0.3 0.2 0.7
H 1.444 -4.540 3.868 -0.3 0.5 0.5
H -1.792 -5.395 5.363 0.2 -0.4 -0.1
H -2.364 -4.706 3.862 0.4 0.3 -0.4
H -2.045 -3.416 6.650 0.3 0.4 -0.2
H -3.524 -3.904 5.980 -0.5 0.1 -0.3
H -3.579 -1.852 5.552 0.3 2.2 2.0
H -3.312 -2.857 2.994 -0.2 -0.7 0.4
H -3.831 -1.334 3.417 -0.3 0.5 0.2
H -4.973 -3.834 4.598 -0.7 -0.2 0.1
H -5.898 -2.513 3.685 0.1 -0.4 0.0
H -6.461 -1.994 7.294 0.0 0.3 -0.1
H -5.999 -3.567 6.937 0.1 -0.5 -0.7
H -7.312 -2.691 5.982 0.2 -0.4 -0.4
C 5.972 3.781 -0.736 1.7 0.6 1.0
C 4.950 4.087 -1.771 -0.8 0.8 0.9
C 5.275 5.005 -2.921 0.0 1.1 0.7
O 5.203 6.390 -2.466 0.3 -2.7 1.1
C 5.790 7.329 -3.271 0.4 0.8 -0.6
N 4.494 2.819 -2.285 -0.7 -0.4 -0.9
H 6.332 4.607 -0.122 -0.6 0.6 0.0
H 6.940 3.446 -1.111 -0.3 -0.8 -0.4
H 5.540 3.080 -0.023 0.2 -0.3 -0.2
H 4.188 4.646 -1.229 -0.6 0.0 0.0
H 4.467 4.906 -3.646 0.3 -0.2 -0.5
H 6.251 4.683 -3.286 0.2 0.6 -0.6
H 5.754 8.241 -2.675 -0.3 0.3 -0.5
H 5.270 7.363 -4.228 -0.2 0.6 -0.2
H 6.843 7.186 -3.513 0.3 -0.5 0.2
H 4.098 3.006 -3.195 0.0 -0.3 -0.4
H 3.678 2.500 -1.783 0.1 -0.2 0.4
C -2.499 1.983 -8.392 0.2 -1.8 0.3
C -1.886 1.497 -7.054 1.3 2.6 -0.3
C -0.439 2.096 -6.939 0.3 -0.4 0.0
O 0.223 1.846 -5.701 -1.4 -0.4 -0.7
C 0.607 0.488 -5.598 1.0 0.6 1.5
N -2.685 2.091 -5.988 -0.4 -0.6 0.0
H -1.860 1.574 -9.174 0.1 0.7 -0.4
H -2.702 3.054 -8.414 0.5 -0.1 0.0
H -3.449 1.484 -8.584 -0.2 0.0 0.3
H -1.897 0.422 -6.877 0.4 -0.2 -0.9
H -0.394 3.181 -7.034 -0.7 0.1 -0.1
H 0.232 1.710 -7.706 -0.2 -0.2 -0.5
H 1.527 0.345 -6.164 0.1 -0.3 -0.1
H -0.103 -0.309 -5.820 -0.4 0.4 -0.3
H 0.817 0.460 -4.528 0.4 -0.8 0.0
H -3.368 1.347 -5.957 -1.0 0.5 0.9
H -2.157 2.003 -5.131 0.1 0.0 0.4
C 2.926 -5.299 -3.721 1.1 -1.0 -0.3
C 2.800 -6.706 -3.053 -1.4 3.3 -0.6
C 3.708 -7.828 -3.448 1.0 0.6 -0.1
O 3.571 -8.156 -4.804 -0.9 -1.1 -0.7
C 3.832 -9.533 -5.159 1.1 1.0 0.6
N 2.904 -6.398 -1.633 0.6 -2.1 0.4
H 1.960 -4.805 -3.625 0.2 0.1 -0.3
H 3.290 -5.370 -4.746 -0.6 0.0 -0.2
H 3.698 -4.711 -3.224 -0.1 0.0 0.3
H 1.776 -6.950 -3.335 -0.2 -0.7 0.1
H 3.491 -8.657 -2.776 0.2 -0.4 0.0
H 4.729 -7.470 -3.317 0.3 -0.2 0.5
H 3.653 -10.209 -4.322 -0.9 -0.1 -0.1
H 4.902 -9.677 -5.303 0.3 0.2 -0.3
H 3.355 -9.782 -6.107 -0.4 0.1 0.4
H 2.500 -7.218 -1.203 -0.1 0.4 1.0
H 2.544 -5.535 -1.253 -0.3 -0.1 -0.6
C -5.288 2.963 4.123 -0.4 0.0 -0.3
C -4.812 3.624 2.846 -0.6 -1.8 -0.3
C -5.839 4.569 2.318 -1.2 0.1 -0.9
O -5.272 5.155 1.138 0.1 -0.3 2.1
C -6.116 5.739 0.202 0.6 0.3 -0.9
N -3.520 4.197 3.086 -0.1 0.8 -0.1
H -5.507 3.758 4.835 -0.3 -0.1 0.2
H -4.567 2.303 4.606 0.2 0.0 -0.3
H -6.181 2.396 3.857 -0.2 0.0 0.5
H -4.819 2.901 2.030 0.9 -0.5 0.1
H -6.275 5.159 3.123 0.7 1.5 0.0
H -6.763 4.066 2.033 0.0 -0.8 -0.4
H -6.660 5.023 -0.414 -0.4 -0.3 0.4
H -5.373 6.143 -0.486 -0.4 0.6 -0.2
H -6.772 6.509 0.609 0.0 0.0 0.0
H -3.724 4.751 3.905 0.6 0.3 0.7
H -3.451 4.923 2.387 0.7 0.2 -0.5
C 1.987 3.758 2.857 -0.2 -0.1 0.0
C 1.973 2.210 2.821 2.1 1.5 0.2
C 3.064 1.644 3.780 -0.5 0.2 -0.9
O 3.135 0.248 3.635 -1.7 -0.8 2.0
C 4.004 -0.183 2.668 1.2 0.5 -1.4
N 0.700 1.645 3.102 -1.6 -0.6 0.6
H 2.811 4.141 2.254 0.3 0.0 0.4
H 2.002 4.149 3.874 0.3 0.0 0.1
H 1.110 4.212 2.395 -0.3 -0.4 -0.1
H 2.170 2.012 1.768 0.6 -0.7 0.2
H 2.887 1.823 4.840 -0.6 0.2 0.0
H 4.014 2.145 3.594 0.3 -0.2 -0.3
H 4.978 0.171 3.005 0.5 -0.2 -0.6
H 3.714 0.270 1.720 0.4 0.0 -0.3
H 4.032 -1.258 2.488 -0.3 0.0 0.6
H 0.230 1.694 2.209 -0.7 -0.8 -0.2
H 0.200 2.339 3.638 -0.4 -0.1 0.5
```
Positions in Å, forces in eV/Å.

Calculated values
HOMO (alpha / beta): -10.2 / -10.1 eV
orbital gap (alpha / beta): 5.45 / 1.32 eV
LUMO energy (alpha / beta): -4.710 / -8.815 eV
net charge: +1
2S+1: 3

***

DFT (the ωB97M-V functional and the def2-TZVPD basis) results for a cluster of 10 separate species, C26H70N2O10 in total in a non-equilibrium geometry.

XYZ file:
```
108
Properties=species:S:1:pos:R:3:forces:R:3
C -0.785 -21.104 3.512 -0.7 -0.9 0.4
C -2.327 -21.099 3.534 -0.3 2.9 -0.6
C -2.941 -22.490 3.533 -0.1 -0.4 -0.2
C -2.778 -20.262 4.783 0.9 -1.2 1.6
C -2.453 -18.774 4.850 -0.2 -1.1 -1.6
C -3.206 -18.236 3.655 0.0 1.7 0.7
C -2.900 -18.794 2.239 -0.1 -1.1 2.7
C -4.115 -18.500 1.407 -0.4 1.0 -1.3
C -1.536 -18.194 1.772 -0.9 -0.8 -0.3
N -2.887 -20.309 2.331 -0.8 1.4 4.2
O -2.518 -20.815 1.152 0.5 -1.5 -2.4
H -0.459 -21.631 4.409 0.2 0.1 0.2
H -0.435 -21.732 2.693 0.2 0.5 -0.3
H -0.380 -20.092 3.532 0.1 -0.2 -0.3
H -2.447 -23.153 4.244 0.1 0.2 0.2
H -4.012 -22.504 3.736 0.0 0.4 0.3
H -2.873 -23.004 2.574 0.4 0.2 -0.2
H -3.815 -20.406 5.086 -0.4 0.0 -0.8
H -2.291 -20.677 5.665 0.4 -0.6 0.0
H -2.858 -18.363 5.775 0.2 0.1 0.0
H -1.388 -18.555 4.772 0.0 -0.2 0.2
H -2.998 -17.166 3.649 -0.1 0.4 -0.5
H -4.237 -18.278 4.005 -0.4 -0.4 -0.8
H -4.169 -17.427 1.221 0.1 0.2 -0.2
H -5.090 -18.743 1.830 0.4 -0.4 0.6
H -4.097 -18.986 0.432 0.3 0.0 -0.1
H -1.037 -19.068 1.353 0.5 0.5 -0.3
H -0.944 -17.761 2.578 -0.1 -0.3 0.2
H -1.663 -17.408 1.028 -0.1 -0.1 -0.2
H -3.374 -21.142 0.864 0.3 -0.4 -0.9
C 8.023 -23.270 3.962 0.0 0.0 -0.2
C 8.145 -24.367 2.831 -0.5 0.0 -0.1
C 9.526 -25.001 2.849 0.5 1.1 0.7
C 7.205 -25.517 3.120 -2.9 -0.3 0.9
C 5.670 -25.266 2.818 2.1 0.5 -1.1
C 5.518 -24.791 1.357 0.5 -0.5 1.3
C 6.460 -23.602 1.024 -0.6 -0.4 0.3
C 6.433 -23.496 -0.497 -0.3 -0.1 -0.5
C 5.843 -22.348 1.655 0.2 -0.3 0.0
N 7.850 -23.900 1.477 -2.5 -3.8 -0.3
O 8.703 -22.964 1.062 1.0 2.1 0.0
H 8.331 -22.256 3.706 0.2 0.1 -0.6
H 7.007 -23.130 4.330 -0.1 -0.3 0.0
H 8.670 -23.475 4.816 -0.1 -0.4 0.0
H 9.641 -25.754 2.070 0.0 0.0 0.2
H 10.305 -24.240 2.785 0.1 0.0 -0.5
H 9.645 -25.361 3.871 0.1 -0.7 -0.1
H 7.432 -26.487 2.676 0.6 0.3 -0.3
H 7.135 -25.678 4.195 0.8 -0.2 0.2
H 5.170 -26.229 2.920 -0.3 0.3 0.5
H 5.353 -24.488 3.514 -0.6 -0.3 0.1
H 4.461 -24.562 1.221 0.1 0.4 -0.4
H 5.741 -25.661 0.739 0.2 0.1 -0.3
H 5.399 -23.628 -0.815 -0.1 -0.4 0.0
H 7.042 -24.309 -0.892 -0.1 0.0 -0.2
H 6.684 -22.573 -1.020 0.6 0.3 0.6
H 5.687 -22.470 2.727 0.2 0.1 0.0
H 4.850 -22.201 1.229 0.1 0.3 -0.2
H 6.488 -21.495 1.448 -0.2 0.3 0.1
H 8.418 -22.310 1.704 1.1 1.7 -0.2
C 2.345 -23.710 4.633 0.8 -0.3 -0.1
O 1.571 -23.564 5.782 -0.6 -0.4 0.1
H 2.137 -22.987 3.844 -0.3 0.1 -0.1
H 3.398 -23.617 4.896 0.4 0.1 -0.1
H 2.246 -24.721 4.239 -0.3 0.0 0.0
H 1.696 -22.667 6.101 -0.2 0.4 0.2
C 4.598 -19.113 -0.489 -0.8 -0.6 0.0
O 3.633 -19.625 -1.412 0.3 0.3 -0.7
H 5.269 -18.391 -0.954 -0.3 0.0 -0.3
H 4.034 -18.635 0.312 0.6 0.1 0.4
H 5.205 -19.952 -0.148 0.1 0.1 0.4
H 2.846 -19.929 -0.954 0.2 0.0 0.2
C 1.816 -16.803 0.746 -0.3 0.2 1.5
O 2.428 -15.501 0.999 0.1 -0.9 -0.9
H 2.108 -17.386 -0.127 0.4 1.0 -0.5
H 2.090 -17.447 1.582 -0.1 -0.2 0.2
H 0.729 -16.714 0.754 0.0 0.0 -0.2
H 1.797 -14.967 1.487 -0.2 -0.1 -0.2
C 3.245 -20.581 6.986 -0.2 -0.3 0.4
O 1.928 -20.878 6.514 1.1 -0.3 -0.7
H 3.586 -19.583 6.714 -0.1 0.1 -0.1
H 3.234 -20.674 8.072 0.3 0.0 0.1
H 3.954 -21.297 6.570 -0.2 -0.1 0.0
H 1.370 -20.128 6.734 -0.8 0.2 0.3
C 1.021 -17.978 6.181 -0.5 2.0 -0.5
O 0.305 -18.787 7.058 -0.6 -1.5 0.4
H 0.615 -18.039 5.171 0.3 -0.9 0.0
H 0.722 -16.951 6.392 0.8 0.4 0.3
H 2.098 -18.141 6.204 -0.1 0.2 -0.1
H 0.426 -18.526 7.974 0.1 0.2 0.0
C 7.398 -19.016 3.898 0.4 -0.9 0.2
O 6.409 -18.340 4.632 -0.4 0.5 -0.4
H 8.267 -19.130 4.546 0.3 -0.2 -0.2
H 7.011 -20.001 3.637 -0.1 -0.1 0.3
H 7.709 -18.604 2.938 -0.2 0.6 0.1
H 6.592 -17.399 4.567 0.0 0.1 0.1
C 3.658 -19.931 3.291 0.1 -0.1 2.2
O 2.326 -19.549 3.706 0.4 0.0 -1.5
H 4.171 -20.081 4.242 0.7 0.4 0.0
H 3.831 -20.909 2.844 -0.9 0.1 -0.8
H 4.171 -19.126 2.764 -0.4 -0.1 -0.1
H 2.096 -20.052 4.491 0.0 -0.3 0.2
C 4.426 -15.725 3.604 1.6 0.6 -1.1
O 3.583 -14.699 4.073 -0.8 -0.6 0.8
H 4.023 -16.637 3.164 -0.8 0.1 0.3
H 4.993 -15.226 2.819 0.4 -0.5 -0.4
H 5.168 -16.033 4.340 -0.5 0.3 0.5
H 2.830 -14.676 3.478 0.0 0.1 0.0
```
Positions in Å, forces in eV/Å.

Calculated values
HOMO: -8.0 eV
orbital gap: 8.31 eV
LUMO energy: 0.291 eV
net charge: 0
SMILES string: CC1(C)CCCC(C)(C)N1O.CC1(C)CCCC(C)(C)N1O.CO.CO.CO.CO.CO.CO.CO.CO

***

Record order is preserved below.
Energy relative to the best compared isomer or geometry (same formula, charge and spin): 197.3 64.2 kcal/mol
Record order is preserved below.
Molecular weight: 772.1 570.9 Da